1.
20
Properties=species:S:1:pos:R:3:forces:R:3:nbo_charge:R:1 method="wB97M-V/def2-TZVPD" homo_ev=-9.8 homo_lumo_gap_ev=10.38 relative_energy_ev=4.416 lumo_energy_ev=0.56
C 0.679970 1.032848 1.890979 0.1 0.0 0.1 -0.627
C -0.146884 1.027544 0.624757 0.0 0.0 0.0 0.113
O 0.347989 2.024566 -0.263837 0.1 0.1 0.1 -0.515
C 0.090996 1.658500 -1.606696 0.0 0.0 -0.2 -0.075
C 0.091790 0.147359 -1.611236 -0.6 -0.2 -0.2 -0.071
N 1.198598 -0.433098 -0.869713 0.6 -0.1 0.2 -0.569
C -0.088883 -0.261953 -0.193057 0.1 0.2 0.6 -0.060
C -0.907284 -1.400062 0.250481 -0.6 -4.7 0.1 0.507
N -2.045326 -1.816533 -0.025300 -0.3 -1.9 0.9 -0.585
H 1.715685 0.742378 1.669325 -0.3 0.1 0.0 0.226
H 0.678320 2.036128 2.337012 0.0 -0.3 -0.1 0.227
H 0.255868 0.327482 2.616789 0.1 0.1 -0.1 0.216
H -1.208309 1.224021 0.857021 0.2 -0.1 -0.1 0.180
H -0.894468 2.021941 -1.944935 0.2 -0.1 0.1 0.176
H 0.872268 2.099954 -2.239709 -0.2 -0.1 0.2 0.202
H -0.360420 -0.396471 -2.442251 0.1 0.1 0.3 0.224
H 1.365591 -1.400359 -1.144917 -0.2 0.2 0.0 0.363
O -0.343197 -2.795464 0.965832 1.8 3.2 -0.5 -0.821
H -1.875087 -2.959978 0.448729 -1.4 3.9 -1.7 0.425
H 0.572783 -2.878802 0.680726 0.4 -0.5 0.3 0.465


2.
61
Properties=species:S:1:pos:R:3:forces:R:3:nbo_charge:R:1 method="wB97M-V/def2-TZVPD" homo_ev=-10.0 total_charge=+1 homo_lumo_gap_ev=8.11 relative_energy_ev=0.000 lumo_energy_ev=-1.92
Ag 0.345844 -0.545976 1.961967 0.5 -0.1 0.1 0.815
C 3.875998 1.659454 0.683481 0.0 -0.1 -0.1 -0.402
N 3.807800 0.309958 0.146490 0.0 0.0 0.1 -0.358
C 4.042546 -0.053750 -1.161723 0.0 -0.1 -0.1 -0.066
C 3.808273 -1.380442 -1.248092 0.0 0.1 0.0 -0.061
N 3.429175 -1.806333 0.004124 0.2 -0.1 0.1 -0.349
C 2.980949 -3.145842 0.340809 0.0 0.1 0.0 -0.399
C 3.428614 -0.769414 0.858022 -0.1 0.1 -0.1 0.282
Se 2.972712 -0.797731 2.657235 -0.2 0.0 0.0 -0.365
H 4.112829 2.334128 -0.135667 0.0 0.0 0.0 0.212
H 4.643006 1.724647 1.451572 0.0 0.0 0.0 0.233
H 2.910882 1.916216 1.118361 0.0 0.1 0.0 0.228
H 4.360637 0.654537 -1.903601 0.0 0.0 0.0 0.235
H 3.883937 -2.056530 -2.078998 0.0 0.0 0.0 0.235
H 3.051802 -3.756889 -0.555259 0.0 0.0 0.0 0.213
H 1.946206 -3.097496 0.678582 0.0 0.0 0.0 0.232
H 3.602688 -3.563354 1.129553 0.0 0.0 0.0 0.232
C -2.325457 0.571884 6.814046 0.0 0.0 0.1 -0.591
C -1.118324 -0.272966 6.409260 0.1 0.0 -0.3 -0.514
C -0.915262 -0.270666 4.954674 -0.1 0.0 0.1 0.430
N -0.778321 -0.269935 3.816658 -0.1 0.0 0.2 -0.484
H -2.400737 0.589431 7.899148 0.0 0.0 0.0 0.232
H -3.244596 0.155543 6.408329 0.0 0.0 0.0 0.222
H -2.221213 1.595793 6.460823 0.0 0.0 0.0 0.222
H -1.231781 -1.315784 6.710775 0.0 0.0 0.0 0.262
H -0.193170 0.090988 6.859626 0.0 0.0 0.0 0.262
O 0.692015 -0.936106 -0.220058 -0.5 0.3 -0.3 -1.211
As -0.457254 -0.142334 -1.159894 0.2 -0.2 0.4 1.955
C -0.709873 1.655197 -0.576520 0.1 0.1 0.1 -0.351
C -1.798844 1.976372 0.225994 0.0 0.1 0.1 -0.229
C -1.910765 3.256611 0.752434 0.0 0.0 0.0 -0.192
C -0.933790 4.203501 0.485439 0.0 0.0 0.0 -0.180
C 0.157699 3.879005 -0.310229 0.0 0.0 0.0 -0.207
C 0.274282 2.605414 -0.842621 0.0 0.1 0.0 -0.219
C 0.058291 -0.122512 -2.987869 0.1 -0.1 0.0 -0.343
C -0.302895 0.916037 -3.835741 0.0 0.0 -0.1 -0.217
C 0.049060 0.853930 -5.177880 0.0 0.0 0.0 -0.205
C 0.756128 -0.236894 -5.659441 0.0 0.0 0.0 -0.182
C 1.114709 -1.272878 -4.806403 0.0 0.0 0.0 -0.192
C 0.765849 -1.221440 -3.466168 0.1 0.0 -0.1 -0.221
C -2.138495 -1.026778 -0.990278 0.0 -0.1 0.0 -0.342
C -3.273361 -0.517537 -1.612963 -0.1 0.0 0.0 -0.228
C -4.479411 -1.188470 -1.491848 0.0 0.0 0.0 -0.200
C -4.545574 -2.363724 -0.752286 0.0 0.1 0.0 -0.183
C -3.411050 -2.870047 -0.138464 0.0 -0.1 0.0 -0.191
C -2.197707 -2.204491 -0.256100 -0.1 0.0 0.0 -0.228
H -2.559953 1.236618 0.444264 0.0 0.0 0.0 0.233
H -2.761502 3.511899 1.368864 0.0 0.0 0.0 0.226
H -1.021664 5.198671 0.899120 0.0 0.0 0.0 0.228
H 0.917357 4.621730 -0.514919 0.0 0.0 0.0 0.227
H 1.127463 2.361670 -1.466320 0.0 -0.1 0.0 0.223
H -0.851090 1.774086 -3.465879 0.0 0.0 0.0 0.224
H -0.232016 1.657484 -5.844529 0.0 0.0 0.0 0.228
H 1.028864 -0.282915 -6.704630 0.0 0.0 0.0 0.228
H 1.663427 -2.123342 -5.187422 0.0 0.0 0.0 0.224
H 1.055273 -2.025243 -2.800035 -0.1 0.0 0.1 0.230
H -3.227303 0.399077 -2.191402 0.0 0.0 0.0 0.223
H -5.364173 -0.798335 -1.975291 0.0 0.0 0.0 0.228
H -5.487315 -2.887411 -0.660015 0.0 0.0 0.0 0.227
H -3.470096 -3.789432 0.428816 0.0 0.0 0.0 0.225
H -1.301324 -2.596884 0.210079 0.0 0.0 0.0 0.234


3.
17
Properties=species:S:1:pos:R:3:forces:R:3:nbo_charge:R:1 method="wB97M-V/def2-TZVPD" homo_ev=-12.9 smiles="CC1=C(Cl)[C@H](S)[NH+]=CN1" total_charge=+1 homo_lumo_gap_ev=8.77 relative_energy_ev=0.615 lumo_energy_ev=-4.12
C 0.286328 -1.611328 -0.618890 -1.4 -0.3 -0.2 0.380
C -0.771149 0.941092 -0.188231 -0.6 -2.9 -1.0 -0.020
C 0.514750 0.651231 0.224469 -3.0 2.1 -1.4 0.055
C -1.854034 -0.407519 -0.688394 2.3 4.5 2.7 -0.175
C 1.517851 1.655722 0.750961 1.6 -0.1 0.7 -0.657
N 0.951150 -0.689425 0.041932 2.7 0.0 0.4 -0.513
N -0.982742 -1.452664 -1.003972 0.1 -1.8 -0.9 -0.548
S -2.798191 -0.705654 0.856943 -1.8 0.6 -2.0 0.016
Cl -1.615054 2.431664 -0.269122 0.9 -0.5 0.3 0.111
H 0.716444 -2.571657 -0.874313 0.3 0.2 0.2 0.250
H -2.492832 -0.165476 -1.552315 0.4 0.2 0.6 0.253
H 2.040197 2.437080 0.057291 -1.8 -1.2 0.9 0.277
H 2.388393 0.990427 0.934654 -0.1 0.6 0.6 0.206
H 1.199423 2.103929 1.761327 0.5 -0.5 -1.7 0.271
H 2.007899 -0.822355 0.308989 -2.9 -0.1 -0.9 0.465
H -1.593888 -2.186173 -1.438906 2.0 0.1 0.5 0.454
H -3.920539 -0.185798 0.161708 1.0 -0.7 1.4 0.174


4.
52
Properties=species:S:1:pos:R:3:forces:R:3:nbo_charge:R:1 method="wB97M-V/def2-TZVPD" homo_ev="-17.3 / -17.3" total_charge=+3 homo_lumo_gap_ev="5.01 / 5.82" lumo_energy_ev="-12.28 / -11.49" spin_multiplicity=2
C 0.002820 0.631477 -6.313989 0.0 -0.4 -0.1 -0.836
C 0.011818 1.548890 -5.226164 0.0 3.9 3.4 1.000
H 0.005905 1.190898 -7.273484 0.0 -0.1 0.4 0.377
H -0.910865 0.008544 -6.228052 0.3 0.2 -0.1 0.355
H 0.906797 -0.005836 -6.230832 -0.3 0.2 -0.1 0.355
O 0.019013 2.345237 -4.383521 0.0 -3.9 -3.8 -0.252
I -0.016614 -1.404862 -2.495746 0.0 0.6 0.0 0.146
V 0.000454 0.264377 -0.614178 0.0 -5.4 1.2 0.438
P 2.396421 0.644515 -0.710510 2.1 0.6 0.6 1.130
C 3.066255 1.941652 0.369175 -0.5 0.2 0.0 -0.963
C 3.172242 -0.870884 -0.066005 -0.6 -0.4 0.1 -0.938
H 4.133914 -1.014869 -0.575253 -0.2 0.0 0.1 0.288
H 4.290610 0.743236 -2.206103 -0.3 0.1 0.1 0.296
H 2.518570 -1.736838 -0.227125 0.3 0.0 0.0 0.269
H 2.789674 0.247297 -3.056584 0.2 0.0 0.1 0.244
H 2.715876 1.769083 1.395867 0.2 0.1 -0.3 0.304
H 3.335905 -0.737942 1.010115 -0.1 0.0 -0.2 0.285
C 3.211449 0.927624 -2.309269 -0.7 0.1 -0.5 -0.943
H 4.164321 1.929348 0.326713 -0.3 -0.1 -0.1 0.290
H 3.031442 1.960332 -2.631230 0.2 -0.2 0.0 0.261
H 2.689729 2.915415 0.034042 0.3 -0.1 0.1 0.259
P -2.388286 0.686998 -0.706041 -2.1 0.7 0.6 1.130
C -3.032370 1.997531 0.373219 0.5 0.2 0.0 -0.963
C -3.201288 0.982466 -2.303569 0.7 0.1 -0.5 -0.943
H -2.552108 -1.690917 -0.218643 -0.3 0.0 0.0 0.269
H -4.154962 -0.940952 -0.564791 0.2 0.0 0.1 0.288
H -3.349331 -0.675634 1.018586 0.1 -0.1 -0.2 0.285
C -3.189940 -0.813226 -0.057583 0.6 -0.4 0.1 -0.938
H -2.793573 0.293136 -3.050444 -0.2 0.1 0.1 0.244
H -4.283423 0.818034 -2.197826 0.3 0.1 0.1 0.296
H -4.130460 2.005299 0.332353 0.3 -0.1 -0.1 0.290
H -2.638146 2.963779 0.036847 -0.3 -0.1 0.1 0.259
H -3.003122 2.011132 -2.627836 -0.2 -0.1 0.0 0.261
H -2.683917 1.819164 1.399586 -0.2 0.1 -0.3 0.304
C 0.017360 2.134313 -0.586848 0.1 8.1 0.5 0.436
O 0.028245 3.316810 -0.590774 -0.1 -5.7 -0.1 -0.327
O -0.023823 -2.707442 0.457083 0.0 1.8 1.8 -0.548
C -0.015883 -1.915608 1.413146 0.0 -2.6 -1.1 0.630
N -0.004542 -0.530299 1.218271 0.0 3.1 -2.6 -0.883
S 0.004182 0.390240 2.666964 -0.1 -0.4 2.1 2.277
O 1.249580 1.101473 2.818678 -0.7 -0.4 -0.8 -0.881
O -1.231425 1.119717 2.821089 0.8 -0.5 -0.8 -0.881
C -0.005838 -1.080898 3.641350 0.0 0.0 0.7 -0.327
C -0.003401 -1.154359 5.030208 0.0 0.1 0.0 -0.159
C -0.012358 -2.428232 5.619784 0.0 -0.1 -0.6 -0.118
C -0.023959 -3.590538 4.819402 0.0 0.2 0.1 -0.157
C -0.025753 -3.489354 3.433542 0.0 0.1 -0.5 -0.151
C -0.016228 -2.220943 2.848696 0.0 -0.1 0.1 -0.107
H 0.005485 -0.243233 5.631131 0.0 -0.3 -0.1 0.263
H -0.010947 -2.523543 6.702729 0.0 0.1 -0.2 0.263
H -0.031196 -4.583823 5.272783 0.0 0.4 0.0 0.263
H -0.034320 -4.347792 2.761022 0.0 0.1 0.4 0.259


5.
102
Properties=species:S:1:pos:R:3:forces:R:3:mulliken_spin:R:1 method="wB97M-V/def2-TZVPD" homo_ev="-1.0 / -0.9" total_charge=-2 homo_lumo_gap_ev="4.16 / 4.15" relative_energy_ev=4.675 lumo_energy_ev="3.20 / 3.20" spin_multiplicity=2
Cs -1.541869 0.165767 1.779000 0.2 0.9 -2.0 0.044
N -3.504080 0.348336 -0.768166 0.0 0.1 -0.2 0.017
C -4.776466 0.914376 -0.851378 0.1 0.0 0.0 -0.004
C -5.689073 0.420275 -1.781650 0.0 0.0 0.0 -0.002
C -6.926607 1.023911 -1.960012 0.0 0.0 0.0 0.000
C -7.259583 2.142917 -1.213811 0.0 0.0 0.0 0.000
C -6.349757 2.623503 -0.274865 0.0 0.0 0.0 0.002
C -5.115509 2.026489 -0.055420 0.0 0.0 0.0 0.001
C -4.209470 2.531414 1.027621 0.0 0.1 0.2 0.001
C -3.662058 3.814925 0.905364 0.0 0.0 0.0 0.000
C -2.866121 4.329933 1.917056 0.0 0.0 0.0 -0.001
C -2.641137 3.568154 3.060997 -0.1 0.0 0.1 0.001
C -3.206571 2.300102 3.166309 -0.4 0.4 0.0 0.001
C -3.996778 1.711970 2.153749 -0.3 -0.2 -0.1 0.002
H -3.459403 -0.644118 -0.941947 -0.1 0.1 0.0 0.001
H -3.008691 0.603894 0.071403 -0.6 0.3 -0.5 -0.008
H -5.411302 -0.442260 -2.380017 0.0 0.0 0.0 0.000
H -7.623437 0.618615 -2.685703 0.0 0.0 0.0 0.000
H -8.219852 2.627999 -1.345564 0.0 0.0 0.0 0.000
H -6.607944 3.478270 0.340755 0.0 0.0 0.0 0.000
H -3.821686 4.397254 0.000870 0.0 0.0 0.0 0.000
H -2.396015 5.300455 1.801796 0.0 0.0 0.0 0.000
H -2.021627 3.967464 3.860458 0.0 0.0 0.0 0.000
H -3.034570 1.733873 4.087868 0.1 0.1 -0.1 0.000
N 1.205252 1.558497 2.254218 0.3 -0.1 -0.1 0.001
C 1.033797 2.796495 2.861951 0.1 -0.1 0.0 0.001
C 1.151911 2.913139 4.247067 0.0 0.0 0.0 -0.001
C 1.076630 4.149373 4.870021 0.0 0.0 0.0 0.000
C 0.886594 5.293590 4.110605 0.0 0.0 0.0 0.000
C 0.751679 5.170420 2.731411 0.0 0.0 0.0 0.000
C 0.812544 3.945044 2.075091 0.0 0.0 0.0 -0.001
C 0.543732 3.874285 0.604787 -0.1 0.1 0.1 0.002
C 1.108501 4.862202 -0.210943 0.0 0.0 0.0 -0.001
C 0.735519 4.971130 -1.542842 0.0 0.0 0.0 0.000
C -0.230258 4.098822 -2.033323 0.0 0.0 0.0 0.000
C -0.747447 3.104865 -1.206162 0.0 0.0 0.0 0.003
C -0.379257 2.905246 0.139290 0.3 -0.1 -0.2 -0.003
H 0.997819 0.759533 2.835251 0.2 0.1 0.1 0.001
H 0.795228 1.515471 1.319563 0.0 0.2 0.1 -0.001
H 1.290693 2.012976 4.837250 0.0 0.0 0.0 0.000
H 1.151414 4.210381 5.949826 0.0 0.0 0.0 0.000
H 0.810342 6.265536 4.583817 0.0 0.0 0.0 0.000
H 0.546337 6.051612 2.133472 0.0 0.0 0.0 0.000
H 1.843749 5.552585 0.196663 0.0 0.0 0.0 0.000
H 1.175528 5.732540 -2.179575 0.0 0.0 0.0 0.000
H -0.572315 4.195919 -3.062094 0.0 0.0 0.0 0.000
H -1.519035 2.465691 -1.635582 0.0 0.0 0.0 0.000
C 1.300572 -0.319242 -6.465034 0.0 0.0 0.0 0.000
C 1.977644 -1.144262 -5.371184 0.0 0.0 0.0 0.000
C 3.445830 -0.709005 -5.276151 0.0 0.0 0.0 0.000
C 1.908020 -2.625158 -5.767164 0.0 0.0 0.0 0.000
C 1.304855 -0.954442 -4.013785 0.0 0.0 0.0 0.000
C 0.199036 -0.144476 -3.818271 0.0 0.0 0.0 -0.001
C -0.345261 -0.031361 -2.542377 0.0 0.0 0.0 0.001
N 0.141494 -0.658887 -1.484359 -0.2 -0.1 0.0 -0.003
C 1.197674 -1.450464 -1.656370 0.1 0.0 0.2 0.004
C 1.801847 -1.619492 -2.893846 0.0 0.0 -0.1 -0.001
C 1.699093 -2.144538 -0.421074 -0.1 0.1 -0.1 -0.002
C 2.728488 -3.074193 -0.456157 0.1 -0.1 0.0 -0.001
C 3.151334 -3.703982 0.712911 0.0 0.0 -0.1 0.001
C 2.485566 -3.368006 1.881234 0.0 0.0 0.0 0.001
C 1.466844 -2.421779 1.829000 0.1 0.0 0.0 -0.001
N 1.088299 -1.813081 0.714814 -0.1 -0.1 0.3 -0.001
C 4.300894 -4.707723 0.658409 0.0 0.0 0.0 0.000
C 5.555087 -4.007229 0.118005 0.0 0.0 0.0 0.000
C 4.624621 -5.281226 2.037314 0.0 0.0 0.0 0.000
C 3.922050 -5.865604 -0.274314 0.0 0.0 0.0 0.000
H 1.814693 -0.484685 -7.414717 0.0 0.0 0.0 0.000
H 1.337856 0.748059 -6.242010 0.0 0.0 0.0 0.000
H 0.255161 -0.605018 -6.594269 0.0 0.0 0.0 0.000
H 3.935736 -0.826352 -6.246561 0.0 0.0 0.0 0.000
H 3.995089 -1.303851 -4.545429 0.0 0.0 0.0 0.000
H 3.518078 0.337560 -4.976145 0.0 0.0 0.0 0.000
H 2.378734 -2.777443 -6.742173 0.0 0.0 0.0 0.000
H 0.870525 -2.959020 -5.828368 0.0 0.0 0.0 0.000
H 2.420017 -3.257374 -5.040502 0.0 0.0 0.0 0.000
H -0.250915 0.415841 -4.625308 0.0 0.0 0.0 0.000
H -1.211262 0.592515 -2.363666 0.0 0.0 0.0 -0.001
H 2.666812 -2.260929 -2.993522 0.0 0.0 0.0 0.000
H 3.207443 -3.313710 -1.395476 0.0 0.0 0.0 0.000
H 2.731947 -3.811054 2.835316 0.0 0.0 0.0 0.000
H 0.936954 -2.146944 2.736086 0.0 0.0 0.0 0.001
H 5.833630 -3.168076 0.757680 0.0 0.0 0.0 0.000
H 5.395705 -3.619864 -0.888929 0.0 0.0 0.0 0.000
H 6.392386 -4.709269 0.083559 0.0 0.0 0.0 0.000
H 4.919681 -4.498097 2.737497 0.0 0.0 0.0 0.000
H 5.454335 -5.986584 1.951128 0.0 0.0 0.0 0.000
H 3.772008 -5.813937 2.461419 0.0 0.0 0.0 0.000
H 3.722392 -5.515200 -1.287671 0.0 0.0 0.0 0.000
H 3.026152 -6.373918 0.086577 0.0 0.0 0.0 0.000
H 4.737088 -6.592733 -0.320833 0.0 0.0 0.0 0.000
F -1.112946 -1.123614 3.711037 0.5 -1.6 2.2 -0.012
As -1.420426 -1.728765 5.353026 0.2 0.0 0.0 0.002
F -0.385395 -0.473514 5.942007 0.1 0.1 0.1 0.000
F -0.030515 -2.765372 5.165787 0.0 -0.1 0.0 0.000
F -1.674136 -2.314685 6.958151 0.0 -0.1 0.0 0.000
F -2.414681 -2.986500 4.675132 0.0 0.0 0.0 0.000
F -2.786118 -0.692063 5.457401 -0.1 0.0 0.0 0.000
Cl -3.493378 -2.992391 -0.180545 0.1 0.0 0.2 0.088
C -3.172499 -2.800517 1.506201 -0.4 -0.8 -0.3 0.811
H -2.382888 -3.448674 1.856651 0.2 0.3 0.1 0.022
H -4.060601 -2.668535 2.105396 0.1 0.4 0.1 0.034


6.
22
Properties=species:S:1:pos:R:3:forces:R:3:nbo_charge:R:1 method="wB97M-V/def2-TZVPD" homo_ev=0.2 total_charge=-1 homo_lumo_gap_ev=1.83 relative_energy_ev=0.559 lumo_energy_ev=2.03
C 4.400429 -0.779476 1.916233 -4.0 -0.2 -4.3 -0.994
Hg 1.793760 -1.509323 -1.068315 1.1 -0.5 1.4 0.006
N 0.752317 -1.364618 -3.303097 -0.8 0.0 -1.4 -1.167
H 5.782168 -0.760887 3.265456 3.8 -0.1 3.0 -0.630
H 0.658822 -2.361163 -3.580116 -0.1 1.3 0.1 0.380
H 4.936904 -0.638268 2.826611 -0.3 0.2 0.6 0.157
H 4.870884 -1.458396 1.206542 0.6 -0.2 0.3 0.182
H 3.373631 -1.188656 2.013365 -0.1 0.0 0.3 0.150
H 4.267587 0.149842 1.343402 0.1 0.4 0.1 0.155
H -0.142727 -0.889196 -3.065952 1.1 -0.7 -0.6 0.393
H 1.376761 -0.826052 -3.928930 -0.9 -0.6 0.5 0.379
C -3.905445 0.860382 -0.687274 0.3 -0.4 -0.5 -0.388
N -2.699852 0.960340 0.134610 -0.6 0.4 0.3 -0.481
C -2.674943 1.604814 1.451873 0.6 -0.1 0.2 -0.394
C -1.588483 0.445022 -0.354187 1.9 -1.0 -0.9 0.440
N -0.619599 -0.033732 -0.818544 -2.2 1.2 0.7 -0.429
H -4.740395 1.378390 -0.212832 0.2 0.0 0.0 0.207
H -4.168618 -0.199679 -0.842488 -0.1 0.4 0.1 0.201
H -3.707498 1.298076 -1.680514 -0.2 0.0 0.4 0.203
H -2.398083 0.873216 2.231887 -0.2 0.3 -0.3 0.211
H -1.915648 2.406543 1.460944 -0.4 -0.3 0.0 0.212
H -3.651971 2.032818 1.691323 0.2 -0.1 -0.2 0.204


Number 1: electronic energy -13455.526 eV. Number 2: electronic energy -164113.293 eV. Number 3: electronic energy -31644.137 eV. Number 4: electronic energy -91897.914 eV. Number 5: electronic energy -141514.017 eV. Number 6: electronic energy -13014.426 eV.